<one>
21
Properties=species:S:1:pos:R:3 method="wB97M-V/def2-TZVPD" homo_energy_ha=-0.5301 orbital_gap_ev=11.474 charge=+1 spin_multiplicity=1
C -0.7269 3.1966 -0.2897
C -0.7184 2.0582 -1.2375
C 1.0979 -2.7175 -1.1889
C 0.1956 -1.8737 -0.2241
C 0.9566 -0.1749 1.3909
N 1.0186 -0.7767 0.2281
N -0.5013 1.8734 0.2531
O 1.4358 0.9491 1.5453
H 0.3133 3.7280 -0.3014
H -1.5665 3.6766 0.0984
H -1.6075 1.6064 -1.5820
H 0.2031 1.9858 -1.7615
H 0.8291 -3.8341 -1.3304
H 1.0533 -2.1599 -2.1447
H 2.1394 -2.7832 -0.7329
H -0.6366 -1.5409 -0.7539
H -0.0891 -2.3658 0.7250
H 0.4136 -0.8817 2.0397
H 1.7578 -0.4802 -0.4772
H -1.2518 1.4050 0.7936
H 0.5958 1.7484 0.8183



<two>
21
Properties=species:S:1:pos:R:3 method="wB97M-V/def2-TZVPD" homo_energy_ha=-0.5424 orbital_gap_ev=10.482 charge=+1 spin_multiplicity=1
C 0.1794 1.0903 -0.8479
C -0.4938 0.0639 0.0018
C 0.9908 2.0780 -0.0667
C -2.9489 -0.1987 0.0741
C -1.5691 -0.3292 0.8412
N 3.0856 -1.2606 -0.4507
N 0.4674 -0.3699 -0.7001
O -1.3045 -1.6273 1.4147
H -0.3090 1.3861 -1.7556
H 2.0726 1.8442 -0.0895
H 0.7624 1.8938 1.0301
H 0.7747 3.0372 -0.4631
H -3.7583 -0.1964 0.7490
H -3.0981 -1.0335 -0.6277
H -3.0969 0.8076 -0.4051
H -1.6716 0.2852 1.7339
H 3.5623 -1.7754 -1.3122
H 3.1172 -1.9704 0.3340
H 1.3557 -0.8143 -0.4717
H 3.7320 -0.5107 -0.2425
H -1.8497 -2.4001 1.2539



Stability check: which of them is least stable? <two>.



<one>
21
Properties=species:S:1:pos:R:3 method="wB97M-V/def2-TZVPD" homo_energy_ha=-0.4874 orbital_gap_ev=4.953 charge=+1 spin_multiplicity=1
C -1.2255 0.8204 0.7791
O -1.6648 1.4190 2.0076
C -0.0046 1.5811 0.3012
C 0.7903 0.7375 -0.7207
C 1.2769 -0.5406 -0.0924
C 0.3357 -1.4787 -0.2303
N 0.9964 -4.6567 -1.6389
N -0.4463 2.8544 -0.2996
H -0.7855 -0.1305 0.8615
H -1.9985 0.7954 0.0105
H -2.2807 0.8564 2.4557
H 0.6010 1.7729 1.2241
H 0.1322 0.4191 -1.5215
H 1.6408 1.3477 -1.1192
H 2.2267 -0.6050 0.3561
H 0.6788 -2.4874 -0.6120
H 0.0537 -4.4783 -1.4666
H 1.6521 -4.1101 -1.0136
H 1.1296 -5.6981 -1.6389
H -1.0175 3.4546 0.3928
H 0.3976 3.4090 -0.6410



<two>
21
Properties=species:S:1:pos:R:3 method="wB97M-V/def2-TZVPD" homo_energy_ha=-0.4748 orbital_gap_ev=9.748 charge=+1 spin_multiplicity=1 smiles="CNC[C@@H]([NH3+])CC=O"
C -0.5528 -2.7605 0.3110
N -1.2361 -1.6146 -0.3017
C -0.3899 -0.6339 -0.9459
C -0.0862 0.5254 0.0204
N 1.1162 0.2256 0.8772
C 0.0531 1.8810 -0.6362
C 0.4046 2.9743 0.3375
O 0.6979 2.6971 1.4830
H -0.8395 -3.7000 -0.1610
H 0.5378 -2.6783 0.2286
H -0.7999 -2.8210 1.3635
H -1.9764 -1.9381 -0.9070
H -0.8503 -0.2354 -1.8490
H 0.5545 -1.1124 -1.2469
H -0.9161 0.5632 0.7149
H 1.1135 0.9405 1.6223
H 1.0463 -0.7022 1.2970
H 1.9760 0.3353 0.3404
H 0.6671 1.9051 -1.5442
H -0.9362 2.1241 -1.0241
H 0.4163 4.0248 0.0203



<three>
21
Properties=species:S:1:pos:R:3 method="wB97M-V/def2-TZVPD" homo_energy_ha=-0.5027 orbital_gap_ev=9.260 charge=+1 spin_multiplicity=1
N 1.4043 -1.7849 -1.0159
C 0.2670 -2.5563 -0.7920
N -0.6847 -1.9384 -0.0599
C -1.0456 -0.5328 -0.4591
C -1.0290 0.3798 0.8031
C -0.6982 1.9006 0.7735
C 0.6676 1.9845 -0.0947
O 1.7243 1.3399 0.7594
H 2.0846 -2.0526 -1.6678
H 1.6608 -0.8984 -0.4687
H 0.2654 -3.7008 -1.0019
H -1.3822 -2.5515 0.4094
H -0.2135 -0.1920 -1.2057
H -1.9867 -0.6624 -1.0490
H -0.3478 -0.0919 1.4668
H -2.0709 0.3844 1.3430
H -1.4056 2.6097 0.2350
H -0.6893 2.2230 1.9086
H 0.7237 1.3077 -0.9540
H 0.8952 2.9787 -0.4749
H 1.8606 1.8535 1.5447



Stability check: which of them is least stable? <one>.